C59H97As2BFN6O8PTi | wB97M-V/def2-TZVPD

Values from the calculation:
expectation value of S²: 0.78
orbital gap (alpha / beta): 6.366 / 6.580 eV
HOMO (alpha / beta): -9.721 / -10.095 eV
E_LUMO (alpha / beta): -3.35 / -3.52 eV

Structure (ORCA input):
```
! RIJCOSX wB97M-V def2-TZVPD def2/J DEFGRID3
* xyz 1 2
Ti -0.6698 -0.9773 -0.2963
C 0.8618 0.5060 -3.5903
C 2.0301 -0.2408 -2.9370
C 3.1821 -0.3122 -3.9400
C 1.6149 -1.6152 -2.4999
C 2.0930 -2.8216 -3.0107
C 1.3359 -3.8232 -2.4282
C 1.5599 -5.2873 -2.6479
C 1.7326 -6.0526 -1.3337
C 0.4821 -5.9049 -3.5399
N 0.4378 -3.2286 -1.6200
N 0.6463 -1.8854 -1.6119
B -0.8482 -3.7778 -0.9733
N -0.6238 -3.6198 0.5522
N -0.1284 -2.4248 0.9684
C 0.0723 -2.4840 2.2900
C -0.2406 -3.7731 2.7203
C -0.6687 -4.4759 1.6022
C -0.9758 -5.9482 1.5615
C -1.0984 -6.5197 2.9776
C -2.2327 -6.3250 0.7651
C 0.5918 -1.3393 3.1109
C -0.0260 -0.0060 2.6889
C 0.3788 -1.5692 4.6059
N -2.0259 -2.9062 -1.5571
N -1.8364 -1.5822 -1.7724
C -2.8480 -1.1035 -2.4949
C -3.7127 -2.1549 -2.7814
C -3.1702 -3.2783 -2.1758
C -3.8052 -4.6300 -2.1797
C -3.8860 -5.1736 -3.6103
C -5.2045 -4.5209 -1.5630
C -2.9389 0.3211 -2.9477
C -2.5771 0.4079 -4.4363
C -4.3470 0.8802 -2.7365
H 1.1802 1.5115 -3.8544
H 0.0166 0.5788 -2.9098
H 0.5611 0.0000 -4.5058
H 2.3488 0.3340 -2.0613
H 2.8570 -0.8276 -4.8424
H 4.0495 -0.8263 -3.5336
H 3.4876 0.6930 -4.2196
H 2.8829 -2.9610 -3.7175
H 2.5069 -5.3482 -3.1925
H 0.7847 -6.1678 -0.8210
H 2.4254 -5.5338 -0.6751
H 2.1290 -7.0438 -1.5321
H -0.4583 -5.9959 -3.0102
H 0.7906 -6.8937 -3.8638
H 0.3253 -5.2857 -4.4184
H -1.0414 -4.8902 -1.2802
H -0.1618 -4.1385 3.7213
H -0.1073 -6.4274 1.0912
H -1.9358 -6.0661 3.5020
H -0.1942 -6.3710 3.5598
H -1.2715 -7.5901 2.9066
H -2.9809 -5.5403 0.8072
H -2.6708 -7.2241 1.1871
H -2.0036 -6.5340 -0.2742
H 1.6719 -1.2613 2.9286
H -1.0891 0.0188 2.9363
H 0.1216 0.1644 1.6135
H 0.4553 0.8122 3.2208
H -0.6714 -1.7439 4.8265
H 0.6952 -0.6828 5.1482
H 0.9687 -2.4112 4.9579
H -4.6156 -2.0990 -3.3508
H -3.2128 -5.3174 -1.5776
H -4.4988 -4.5347 -4.2424
H -4.3254 -6.1679 -3.6069
H -2.8915 -5.2381 -4.0450
H -5.8396 -3.8879 -2.1750
H -5.1632 -4.0906 -0.5643
H -5.6671 -5.5013 -1.4958
H -2.2217 0.9172 -2.3536
H -3.3614 -0.0367 -5.0429
H -1.6473 -0.1113 -4.6429
H -2.4707 1.4471 -4.7301
H -5.0758 0.3117 -3.3092
H -4.3848 1.9147 -3.0675
H -4.6237 0.8502 -1.6843
F 0.0239 0.5571 -0.6102
C 6.1910 2.0323 4.7643
C 5.7639 0.5622 4.8379
C 4.5277 0.3005 3.9683
C 4.5337 1.2217 2.7459
C 4.2937 2.6582 3.2364
C 4.9658 2.9234 4.5941
P 3.1728 0.6969 1.5499
C 3.9510 -0.7152 0.5350
C 5.4593 -0.6877 0.2366
C 6.2146 -1.7304 1.0522
C 5.7733 -3.1420 0.6553
C 4.2635 -3.2014 0.3773
C 3.5292 -2.0790 1.1037
C 3.1848 1.9999 0.1879
C 2.2818 3.1873 0.5187
C 1.8619 3.8700 -0.7881
C 3.0037 3.8800 -1.8162
C 4.3618 3.8129 -1.1277
C 4.5261 2.4834 -0.3777
H 6.8571 2.1946 3.9144
H 6.7433 2.3012 5.6663
H 5.5364 0.2939 5.8714
H 6.5946 -0.0687 4.5178
H 3.6215 0.4936 4.5467
H 4.5004 -0.7502 3.6763
H 5.5152 1.1545 2.2655
H 3.2194 2.8407 3.3245
H 4.6890 3.3595 2.5013
H 4.2740 2.7259 5.4143
H 5.2545 3.9741 4.6587
H 3.4168 -0.6185 -0.4186
H 5.8769 0.2971 0.4335
H 5.6184 -0.8958 -0.8259
H 6.0302 -1.5676 2.1156
H 7.2888 -1.6237 0.8867
H 6.0426 -3.8364 1.4536
H 6.3122 -3.4590 -0.2395
H 3.8708 -4.1713 0.6900
H 4.0707 -3.0972 -0.6932
H 3.7447 -2.1511 2.1717
H 2.4471 -2.1950 0.9599
H 2.6524 1.4562 -0.6039
H 2.8070 3.9009 1.1524
H 1.3856 2.8521 1.0460
H 1.5545 4.8913 -0.5653
H 0.9981 3.3499 -1.2105
H 2.9432 4.7787 -2.4321
H 2.9184 3.0197 -2.4831
H 4.4538 4.6556 -0.4418
H 5.1598 3.9003 -1.8674
H 5.2646 2.6218 0.4124
H 4.9179 1.7328 -1.0670
C -6.6476 -0.3975 0.3244
O -6.5729 0.9875 0.5728
C -5.3960 1.6634 0.6405
O -5.4435 2.8743 0.6172
C -4.1470 0.9306 0.7310
C -4.0558 -0.1305 1.6639
As -4.9690 0.4386 3.3159
C -4.4063 -0.8442 4.7268
C -3.4879 1.7190 3.4788
C -2.7434 2.3168 2.5447
As -2.4430 1.8774 0.6304
C -2.8065 3.6380 -0.2037
C -1.6831 3.2889 2.8686
O -0.6576 3.3122 2.2171
O -1.9379 4.0983 3.8804
C -0.8857 4.9783 4.2666
C -3.2852 1.9770 4.9144
O -2.2441 1.8614 5.5062
O -4.4670 2.2242 5.4915
C -4.4454 2.5018 6.8843
C -3.0016 -1.0028 1.5929
O -2.1600 -0.9871 0.6029
O -2.8152 -2.0129 2.5159
C -3.6585 -3.1302 2.3143
H -7.5825 -0.5535 -0.2162
H -6.6877 -0.9607 1.2659
H -5.8072 -0.7524 -0.2808
H -4.9055 -1.8040 4.5873
H -4.7401 -0.4469 5.6857
H -3.3319 -1.0043 4.7605
H -3.5692 4.2182 0.3055
H -3.1207 3.4745 -1.2360
H -1.8593 4.1815 -0.2110
H -1.0969 5.2881 5.2873
H -0.8715 5.8425 3.6026
H 0.0755 4.4653 4.2074
H -5.4823 2.4899 7.2111
H -3.9989 3.4840 7.0581
H -3.8636 1.7428 7.4138
H -3.4008 -3.8651 3.0750
H -3.4869 -3.5531 1.3197
H -4.7120 -2.8455 2.4100
*
```